1.
A 3-piece molecular cluster, C4H5NO2 overall in a non-equilibrium geometry. Source: OMol25; level of theory: the ωB97M-V functional and the def2-TZVPD basis.

Its energy above the lowest of the compared OMol25 structures with the same formula, charge and spin is 142.5 kcal/mol. The charge is 0. The calculated total energy comes out at -360.442324 Eh. The value obtained for the LUMO energy (alpha / beta) is 0.0101 / 0.0104 Eh. The HOMO energy (alpha / beta) comes out at -7.246 / -7.254 eV.

Each line ends with the Mulliken charge.
Cartesian coordinates (Å):
H: 1.7941 1.4624 0.6836  0.30
C: -0.7961 0.8238 -0.3471  0.57
O: -0.8974 1.8859 -0.8232  -0.41
N: -0.3661 0.0018 0.5081  -0.43
H: 3.4713 -0.3479 -0.0496  0.25
H: 2.0456 -1.3990 -0.5363  0.20
C: 1.5639 0.4794 0.2931  -0.18
H: -0.2958 -0.9818 0.2841  0.35
C: 2.3901 -0.4535 -0.1222  -0.50
C: -2.6481 -0.3311 0.0012  -0.02
H: -3.4977 0.3664 0.2063  0.28
O: -2.7640 -1.5065 -0.0981  -0.42

2.
A 2-piece molecular cluster, H4N4O overall in a non-equilibrium geometry. Source: OMol25; level of theory: the ωB97M-V functional and the def2-TZVPD basis.

Its SMILES is [H]/N=N/N=O.N. Its energy above the lowest of the compared OMol25 structures with the same formula, charge and spin is 33.6 kcal/mol. The charge is 0. The calculated total energy comes out at -296.472321 Eh. The value obtained for the LUMO energy (alpha / beta) is 0.0043 / 0.0043 Eh. The HOMO energy (alpha / beta) comes out at -9.357 / -9.356 eV.

Each line ends with the Mulliken charge.
Cartesian coordinates (Å):
N: 1.4152 1.4348 0.0466  -0.81
H: -0.9810 -0.4006 0.5022  0.23
O: 1.7656 -1.9659 0.3002  -0.55
H: -1.6135 -0.5744 -0.9160  0.21
N: 1.5054 -0.8665 -0.1648  0.28
H: -2.5045 0.2318 0.1113  0.21
N: 1.4439 0.2337 0.1243  0.78
N: -1.5790 0.0443 -0.1590  -0.63
H: 0.5479 1.8628 0.1553  0.28

3.
A 13-piece molecular cluster, H26O13 overall. Source: OMol25; level of theory: the ωB97M-V functional and the def2-TZVPD basis.

Its energy above the lowest of the compared OMol25 structures with the same formula, charge and spin is 40.3 kcal/mol. The charge is 0. The calculated total energy comes out at -993.708992 Eh. The value obtained for the LUMO energy is -0.0134 Eh. The HOMO energy comes out at -10.844 eV.

Each line ends with the Mulliken charge.
Cartesian coordinates (Å):
H: 18.3266 15.4917 1.7624  0.30
H: 15.6789 13.9047 3.1058  0.30
O: 14.3198 11.5739 2.6332  -0.60
O: 20.4953 11.6986 1.1235  -0.63
H: 14.4388 11.7665 3.5712  0.27
H: 17.5689 11.3556 4.8030  0.31
O: 16.5513 13.3617 1.6163  -0.04
H: 16.2556 15.1402 -0.9622  0.27
O: 14.3854 11.2214 -0.2750  -0.59
H: 20.4656 12.6303 1.3606  0.31
H: 16.8875 12.4563 1.5770  0.19
H: 15.8711 11.5921 -2.6603  0.29
O: 15.7775 14.3029 -0.9311  -0.59
O: 15.3576 14.1661 3.9894  -0.64
O: 18.6610 15.4841 0.8586  -0.59
H: 16.3675 17.2685 1.7260  0.28
O: 13.5776 14.9621 0.8817  -0.64
O: 15.5735 12.4422 -2.9944  -0.62
H: 14.1916 10.7158 0.5244  0.34
H: 12.9562 15.2579 1.5556  0.27
H: 15.0108 14.4446 -0.3541  0.32
H: 17.1957 10.7926 3.4341  0.25
H: 16.4155 13.6505 0.6957  0.22
O: 18.5882 14.3296 -1.6971  -0.61
H: 13.0414 14.4942 0.2295  0.27
H: 16.1267 14.5488 4.4185  0.30
H: 17.9953 9.8222 1.1356  0.28
H: 19.5942 11.3817 1.2484  0.36
H: 18.3141 13.4091 -1.6791  0.30
H: 18.8319 16.4032 0.6272  0.27
H: 15.3353 16.1445 1.7871  0.30
H: 13.6402 12.1889 2.3411  0.29
O: 17.5675 10.6859 1.1735  -0.63
H: 14.9297 11.9456 0.0497  0.22
O: 16.9737 10.7379 4.3692  -0.62
H: 18.7146 14.5696 -0.7651  0.34
H: 17.4494 10.9458 0.2517  0.20
O: 15.6943 16.8828 2.2936  -0.61
H: 15.6446 13.0592 -2.2488  0.35

4.
An isolated ion of composition C4H8N and charge +1 in a non-equilibrium geometry. Source: OMol25; level of theory: the ωB97M-V functional and the def2-TZVPD basis.

Its SMILES is C=[NH+]/C=C/C. Its energy above the lowest of the compared OMol25 structures with the same formula, charge and spin is 34.3 kcal/mol. The charge is +1. The calculated total energy comes out at -211.616418 Eh. The value obtained for the LUMO energy is -0.2206 Eh. The HOMO energy comes out at -14.900 eV.

Each line ends with the Mulliken charge.
Cartesian coordinates (Å):
H: 2.2459 1.5388 1.6879  0.28
H: 0.1490 0.5123 -1.4180  0.28
C: -0.4876 -0.2012 -0.8836  -0.11
H: -1.5555 -0.1890 -2.6179  0.33
H: -2.2788 -1.2551 -1.4474  0.31
H: 2.2515 -0.2846 1.6203  0.30
C: -0.3521 -0.2390 0.4316  -0.13
H: 0.0289 1.5061 1.6329  0.34
C: -1.3214 -0.9589 -1.8876  -1.07
H: -0.5697 -0.9006 1.2496  0.40
C: 1.6979 0.6310 1.4187  -0.08
H: -0.8470 -1.8449 -2.3023  0.31
N: 0.5000 0.8525 0.9953  -0.14

5.
One molecule with the formula C5H12N2 in a non-equilibrium geometry. Source: OMol25; level of theory: the ωB97M-V functional and the def2-TZVPD basis.

Its SMILES is C=C(CCN)NC. Its energy above the lowest of the compared OMol25 structures with the same formula, charge and spin is 71.2 kcal/mol. The charge is 0. The calculated total energy comes out at -307.115923 Eh. The value obtained for the LUMO energy is 0.0349 Eh. The HOMO energy comes out at -7.341 eV.

Each line ends with the Mulliken charge.
Cartesian coordinates (Å):
H: -1.0660 -0.3461 1.5822  0.40
C: 1.5954 -0.1827 1.6180  -1.02
H: -2.4473 2.3617 -0.0175  0.26
H: -1.4203 2.1127 1.2042  0.28
H: -0.1161 -0.9244 -2.0939  0.21
H: -0.7180 1.3428 -0.7386  0.38
C: 0.7907 -0.1146 0.5034  0.33
H: 2.3329 0.6556 1.7156  0.25
C: -0.6537 -0.3790 0.5675  -0.81
H: -2.2059 0.1966 -0.8296  0.33
H: 1.5337 -1.3067 -2.4932  0.38
H: 1.3704 -0.7694 2.4804  0.32
H: 0.9370 -2.1524 -1.1932  0.34
H: -0.9791 -1.3885 0.2751  0.37
H: 2.4326 -0.1663 -0.6903  0.37
N: -2.1987 1.6827 0.7092  -0.77
N: 1.4307 -0.1884 -0.7438  -0.26
C: -1.4751 0.7216 -0.2149  -0.42
C: 0.8566 -1.1552 -1.6407  -0.93

6.
One molecule with the formula C15H15ClN2O5S in a non-equilibrium geometry. Source: OMol25; level of theory: the ωB97M-V functional and the def2-TZVPD basis.

Its SMILES is COCCNC(=O)c1onc(CSc2ccc(Cl)cc2)c1C(=O)O. Its energy above the lowest of the compared OMol25 structures with the same formula, charge and spin is 240.0 kcal/mol. The charge is 0. The calculated total energy comes out at -1924.302833 Eh. The value obtained for the LUMO energy is -0.0206 Eh. The HOMO energy comes out at -8.033 eV.

Each line ends with the Mulliken charge.
Cartesian coordinates (Å):
C: -1.6486 -2.6383 -2.1469  -0.44
C: -4.4532 2.9895 3.3199  -0.65
O: -0.5049 1.8523 -0.2295  -0.26
C: 1.4956 0.7502 -1.0743  -0.14
H: -5.1954 3.0125 2.3716  0.22
C: 0.4841 -2.6528 -1.5383  1.38
H: -4.2872 1.8896 3.8047  0.26
O: 3.7311 1.7714 1.5786  -0.45
H: 3.0000 0.0846 -2.0158  0.78
H: 1.4027 -0.1889 -3.0754  0.36
H: -1.8149 2.5032 4.0595  0.24
S: 1.9328 -1.9454 -1.2481  -0.31
H: -1.2761 3.1766 1.2850  0.32
N: 0.1138 1.1624 -1.2428  -0.43
C: 0.7861 2.0982 0.5691  0.14
C: -1.1746 4.2461 3.0066  -0.92
H: -4.7880 3.6686 4.1420  0.29
H: -1.3241 5.2362 2.8050  0.46
C: 3.2793 1.2434 0.6265  0.39
H: -0.9566 -5.7749 -1.4140  0.39
C: -0.4802 -1.9853 -2.0642  -0.46
C: 0.5233 2.8105 2.0502  0.65
O: 4.0626 0.6596 -0.2056  -0.69
H: 2.8529 2.3005 2.0615  0.46
O: -3.1781 3.4806 2.6732  -0.31
Cl: -3.2961 -4.9409 -2.4342  -0.21
C: 0.5354 -4.0627 -1.5286  -0.90
H: -2.5244 -1.9931 -2.9061  0.12
C: 1.7980 1.2932 0.0684  0.86
H: -2.5267 4.2524 4.4828  0.40
H: 1.4775 -4.5391 -1.1178  0.30
N: -0.6583 3.4180 2.0538  0.03
C: -1.8513 -3.9297 -2.1370  0.22
H: -0.1979 4.2222 3.8466  0.26
C: 2.0552 -0.2404 -2.0264  -1.20
C: -0.6533 -4.7406 -1.5194  -0.49
O: 1.5263 3.0477 2.5572  -0.67
H: -0.5014 -0.9366 -2.0878  0.35
C: -2.2590 3.5537 3.7145  -0.36